Density functional theory data (ωB97M-V with the def2-TZVPD basis set) for a structure of composition C28H77N7O7 in a non-equilibrium geometry.

Calculated values
E	-55024.2822	eV
molar mass	623.97	g mol⁻¹
LUMO	0.39	eV
spin multiplicity	1

Last column: Löwdin charge in e.
Geometry (Å):
C (-4.661, 1.316, -1.154)  -0.05
C (-3.291, 1.703, -0.597)  -0.43
C (-2.150, 1.838, -1.530)  -0.14
O (-0.954, 1.873, -0.732)  -0.27
C (0.207, 2.263, -1.442)  -0.08
N (-3.491, 3.007, 0.014)  0.05
H (-5.048, 1.772, -2.066)  0.08
H (-5.421, 1.503, -0.396)  0.09
H (-4.636, 0.289, -1.521)  0.07
H (-2.963, 1.093, 0.245)  0.12
H (-2.242, 2.745, -2.128)  0.14
H (-2.256, 1.045, -2.270)  0.13
H (0.463, 1.730, -2.358)  0.11
H (1.078, 2.211, -0.789)  0.10
H (0.057, 3.289, -1.777)  0.11
H (-2.560, 3.350, 0.206)  0.06
H (-3.932, 3.621, -0.656)  0.08
C (4.593, 0.045, -1.136)  -0.05
C (3.339, 0.575, -1.857)  -0.38
C (2.995, -0.354, -2.965)  -0.21
O (2.035, 0.077, -3.928)  -0.28
C (2.701, 0.685, -5.063)  -0.05
N (2.459, 0.641, -0.728)  0.02
H (4.957, 0.585, -0.262)  0.08
H (5.475, 0.085, -1.775)  0.07
H (4.601, -1.032, -0.969)  0.09
H (3.482, 1.598, -2.204)  0.15
H (2.720, -1.266, -2.434)  0.11
H (3.924, -0.586, -3.485)  0.14
H (3.629, 1.177, -4.771)  0.10
H (2.024, 1.374, -5.570)  0.09
H (3.067, -0.068, -5.760)  0.08
H (2.382, -0.292, -0.348)  0.07
H (1.516, 0.702, -1.083)  0.01
C (2.242, -0.871, 6.617)  -0.06
C (1.796, 0.330, 5.785)  -0.40
C (2.368, 0.283, 4.367)  -0.11
O (2.057, 1.495, 3.581)  -0.19
C (2.275, 1.492, 2.216)  -0.14
N (0.342, 0.256, 5.758)  0.01
H (1.844, -1.815, 6.245)  0.08
H (1.763, -0.756, 7.590)  0.07
H (3.325, -0.973, 6.674)  0.07
H (2.092, 1.279, 6.231)  0.13
H (1.919, -0.499, 3.754)  0.13
H (3.458, 0.280, 4.404)  0.12
H (1.818, 2.381, 1.780)  0.05
H (1.819, 0.669, 1.666)  0.04
H (3.353, 1.435, 2.067)  0.10
H (-0.125, 0.162, 6.648)  0.10
H (-0.119, 0.779, 5.027)  0.00
C (-1.543, 0.178, 4.041)  -0.14
C (-1.293, 1.651, 3.947)  -0.35
C (-0.779, 2.111, 2.559)  -0.22
O (-0.659, 3.497, 2.628)  -0.16
C (0.129, 4.121, 1.639)  -0.07
N (-2.417, 2.519, 4.320)  0.08
H (-0.676, -0.433, 3.788)  0.07
H (-2.474, -0.055, 3.524)  0.07
H (-1.741, -0.032, 5.092)  0.10
H (-0.512, 1.853, 4.680)  0.11
H (-1.461, 1.778, 1.777)  0.09
H (0.150, 1.645, 2.232)  0.07
H (1.069, 3.629, 1.391)  0.06
H (0.278, 5.136, 2.009)  0.10
H (-0.444, 4.211, 0.717)  0.07
H (-2.079, 3.410, 3.985)  0.06
H (-3.026, 2.290, 3.548)  0.07
C (2.491, -2.833, -8.654)  -0.07
C (1.114, -2.778, -7.891)  -0.37
C (1.034, -1.416, -7.059)  -0.19
O (-0.106, -1.261, -6.261)  -0.17
C (-0.154, -0.156, -5.316)  -0.06
N (0.075, -2.845, -8.936)  0.02
H (2.656, -1.920, -9.226)  0.07
H (2.478, -3.665, -9.358)  0.07
H (3.389, -2.850, -8.037)  0.07
H (1.031, -3.692, -7.304)  0.12
H (1.020, -0.587, -7.766)  0.13
H (1.920, -1.234, -6.450)  0.08
H (0.436, -0.445, -4.446)  -0.01
H (-1.201, 0.084, -5.129)  0.10
H (0.336, 0.753, -5.665)  0.07
H (0.085, -3.730, -9.423)  0.06
H (-0.779, -2.974, -8.413)  0.06
C (-0.411, -1.512, 1.217)  -0.03
C (0.225, -0.449, 0.467)  -0.39
C (0.104, -0.663, -1.019)  -0.16
O (1.180, -1.331, -1.681)  -0.21
C (0.851, -1.654, -3.071)  -0.06
N (-0.439, 0.784, 0.869)  -0.03
H (-0.141, -2.524, 0.915)  0.11
H (-1.492, -1.567, 1.089)  0.05
H (-0.249, -1.489, 2.295)  0.06
H (1.252, -0.350, 0.819)  0.10
H (-0.062, 0.350, -1.388)  0.08
H (-0.836, -1.195, -1.165)  0.14
H (0.842, -0.728, -3.647)  -0.02
H (-0.056, -2.257, -3.109)  0.12
H (1.625, -2.205, -3.605)  0.12
H (-1.435, 0.632, 0.930)  0.08
H (-0.239, 1.461, 0.146)  -0.05
C (-2.433, -2.425, 6.116)  -0.04
C (-2.292, -2.572, 4.579)  -0.34
C (-3.227, -1.570, 3.830)  -0.21
O (-2.873, -1.364, 2.467)  -0.25
C (-3.528, -2.093, 1.452)  -0.10
N (-0.894, -2.155, 4.379)  0.00
H (-1.977, -3.356, 6.454)  0.08
H (-3.447, -2.519, 6.504)  0.07
H (-1.880, -1.573, 6.513)  0.07
H (-2.508, -3.567, 4.190)  0.13
H (-3.093, -0.598, 4.304)  0.08
H (-4.236, -1.947, 3.993)  0.13
H (-4.611, -1.997, 1.519)  0.09
H (-3.341, -3.167, 1.455)  0.10
H (-3.429, -1.632, 0.469)  0.08
H (-0.850, -2.051, 3.376)  0.01
H (-0.776, -1.196, 4.671)  -0.03

Density functional theory data (ωB97M-V with the def2-TZVPD basis set) for a cluster of 7 separate species, C28H77N7O7 in total in a non-equilibrium geometry.

Calculated values
E	-55044.1735	eV
molar mass	623.97	g mol⁻¹
SMILES	COC[C@H](C)N.COC[C@H](C)N.COC[C@H](C)N.COC[C@H](C)N.COC[C@H](C)N.COC[C@H](C)N.COC[C@H](C)N
LUMO	0.53	eV
spin multiplicity	1

Last column: Löwdin charge in e.
Geometry (Å):
C (6.035, -1.846, 0.533)  -0.06
C (6.048, -1.551, 2.029)  -0.45
C (6.405, -2.792, 2.825)  -0.23
O (5.622, -3.954, 2.742)  -0.19
C (4.219, -3.800, 2.980)  -0.09
N (7.115, -0.560, 2.209)  0.03
H (5.379, -2.688, 0.290)  0.07
H (7.030, -2.176, 0.226)  0.08
H (5.796, -0.962, -0.059)  0.06
H (5.082, -1.127, 2.334)  0.11
H (6.538, -2.506, 3.882)  0.12
H (7.401, -3.092, 2.485)  0.13
H (4.088, -3.098, 3.807)  0.09
H (3.856, -4.791, 3.235)  0.09
H (3.730, -3.464, 2.064)  0.08
H (7.472, -0.516, 3.162)  0.07
H (6.760, 0.390, 2.056)  0.02
C (-0.150, -3.475, 0.378)  -0.05
C (-0.869, -2.201, 0.837)  -0.41
C (0.021, -1.443, 1.820)  -0.20
O (1.195, -1.058, 1.136)  -0.20
C (2.114, -0.410, 1.976)  -0.11
N (-1.189, -1.373, -0.353)  0.07
H (-0.839, -4.102, -0.195)  0.08
H (0.197, -4.063, 1.233)  0.08
H (0.695, -3.259, -0.274)  0.08
H (-1.800, -2.403, 1.371)  0.10
H (0.208, -2.074, 2.696)  0.13
H (-0.464, -0.542, 2.219)  0.12
H (2.457, -1.035, 2.811)  0.09
H (1.736, 0.540, 2.366)  0.08
H (3.030, -0.276, 1.397)  0.07
H (-1.452, -2.029, -1.082)  0.06
H (-0.317, -0.959, -0.683)  0.06
C (-0.426, 6.038, -0.083)  -0.06
C (-0.217, 5.062, -1.245)  -0.44
C (-1.432, 4.156, -1.385)  -0.22
O (-1.633, 3.353, -0.249)  -0.18
C (-0.955, 2.123, -0.302)  -0.10
N (-0.037, 5.859, -2.471)  0.03
H (-1.290, 6.688, -0.207)  0.08
H (0.477, 6.637, 0.049)  0.08
H (-0.554, 5.490, 0.853)  0.07
H (0.674, 4.452, -1.053)  0.13
H (-1.549, 3.539, -2.287)  0.12
H (-2.295, 4.827, -1.494)  0.13
H (-1.247, 1.511, -1.158)  0.06
H (-1.202, 1.488, 0.552)  0.07
H (0.127, 2.279, -0.241)  0.08
H (0.688, 6.552, -2.334)  0.07
H (0.288, 5.217, -3.188)  0.07
C (-6.017, -0.082, 1.580)  -0.06
C (-4.793, -0.305, 0.730)  -0.44
C (-4.641, 0.766, -0.361)  -0.20
O (-5.811, 0.769, -1.150)  -0.19
C (-5.623, 1.173, -2.476)  -0.12
N (-3.593, -0.365, 1.599)  0.06
H (-5.976, 0.862, 2.137)  0.08
H (-6.152, -0.846, 2.344)  0.08
H (-6.895, 0.020, 0.937)  0.08
H (-4.859, -1.278, 0.234)  0.08
H (-3.781, 0.535, -0.999)  0.10
H (-4.475, 1.707, 0.180)  0.13
H (-5.080, 2.116, -2.619)  0.09
H (-6.582, 1.248, -2.981)  0.09
H (-5.005, 0.427, -3.000)  0.06
H (-2.851, -0.607, 0.936)  0.01
H (-3.361, 0.589, 1.879)  0.07
C (4.645, 2.345, 0.239)  -0.06
C (5.048, 3.024, 1.542)  -0.42
C (3.904, 3.007, 2.558)  -0.20
O (2.880, 3.879, 2.143)  -0.17
C (1.831, 3.871, 3.081)  -0.11
N (6.242, 2.363, 2.074)  0.02
H (5.322, 2.642, -0.562)  0.08
H (3.619, 2.532, -0.085)  0.07
H (4.657, 1.254, 0.355)  0.06
H (5.412, 4.009, 1.215)  0.14
H (4.279, 3.293, 3.545)  0.13
H (3.555, 1.969, 2.534)  0.11
H (2.166, 4.247, 4.050)  0.09
H (1.368, 2.884, 3.199)  0.08
H (1.009, 4.485, 2.712)  0.08
H (6.977, 2.343, 1.376)  0.09
H (6.607, 2.881, 2.868)  0.09
C (-1.758, -0.411, -3.505)  -0.07
C (-0.526, 0.079, -4.243)  -0.44
C (0.755, -0.356, -3.529)  -0.21
O (0.852, 0.267, -2.271)  -0.22
C (2.100, 0.136, -1.625)  -0.10
N (-0.531, -0.509, -5.576)  0.03
H (-1.702, -1.480, -3.310)  0.08
H (-2.643, -0.052, -4.041)  0.08
H (-1.914, 0.100, -2.550)  0.04
H (-0.550, 1.175, -4.293)  0.14
H (1.580, 0.038, -4.141)  0.12
H (0.853, -1.445, -3.483)  0.13
H (1.997, 0.672, -0.688)  0.07
H (2.880, 0.521, -2.297)  0.09
H (2.372, -0.917, -1.476)  0.10
H (-1.393, -0.269, -6.060)  0.07
H (0.157, -0.057, -6.178)  0.08
C (-4.736, -2.142, -2.307)  -0.06
C (-4.685, -3.572, -1.734)  -0.40
C (-4.377, -3.525, -0.240)  -0.23
O (-4.247, -4.857, 0.206)  -0.18
C (-3.928, -4.922, 1.574)  -0.11
N (-6.001, -4.180, -1.984)  0.04
H (-5.640, -1.575, -2.079)  0.08
H (-4.508, -2.129, -3.369)  0.08
H (-3.975, -1.564, -1.763)  0.05
H (-3.897, -4.136, -2.237)  0.14
H (-5.214, -3.039, 0.282)  0.13
H (-3.457, -2.956, -0.053)  0.10
H (-3.714, -5.939, 1.896)  0.09
H (-4.790, -4.621, 2.187)  0.09
H (-3.104, -4.251, 1.836)  0.07
H (-6.677, -3.486, -1.666)  0.07
H (-6.174, -4.933, -1.315)  0.07

What are the energy relative to the best compared isomer or geometry (same formula, charge and spin) values for these records? In order: 2012.0, 92.8 kJ/mol.